Record 1
This record from OMol25 describes a molecular structure, C67H73CaN5O5S. The level of theory is wB97M-V/def2-TZVPD.

Last column: Löwdin charge in e.
Cartesian coordinates (Å):
H -1.49 2.20 1.62  0.100
C 0.61 -1.62 -3.08  -0.097
H -2.49 -3.30 5.02  0.092
H 2.43 -0.72 2.25  0.079
C -1.55 0.08 1.99  -0.101
H 1.70 2.52 2.48  0.062
H -6.83 2.01 -2.75  0.076
H -8.32 0.60 0.33  0.084
C 6.86 3.95 3.58  -0.076
H 4.59 -0.56 1.81  0.108
H -2.75 1.21 -4.16  0.124
H -2.53 -4.19 -1.42  0.075
C 4.50 2.86 1.99  -0.644
C 2.37 -3.88 -1.42  0.011
C 5.69 4.68 3.76  -0.514
H -2.06 -4.15 -5.71  0.091
H 2.15 -2.26 3.06  0.131
H -7.10 1.69 0.99  0.085
C -2.30 1.39 -0.80  -0.318
H 8.95 3.85 4.05  0.102
C -6.89 -0.52 -1.65  -0.053
C 0.66 8.20 1.93  -0.007
H 1.34 6.17 2.06  0.114
C -1.86 -2.27 2.55  -0.148
C 0.94 7.91 -0.83  0.006
C 8.03 4.41 4.18  -0.155
H 4.89 6.44 4.71  0.096
H 4.35 1.31 3.51  0.113
C -2.95 1.23 -2.03  -0.137
C -2.23 1.41 1.68  -0.072
H -6.50 -0.52 -2.68  0.072
O 3.47 0.80 -1.88  0.024
H -4.45 -4.55 -3.86  0.087
H 0.10 2.19 3.23  0.096
O 0.80 0.77 -3.07  -0.284
H 0.25 -3.71 -3.14  0.108
H -4.45 -2.34 3.63  0.089
H 1.51 1.15 3.59  0.102
C 2.74 4.06 -1.57  -0.114
H -0.86 -4.95 -4.70  0.076
H 5.76 1.96 -1.08  0.108
N -0.39 11.54 2.04  0.162
C -3.90 -3.62 -3.75  -0.064
H 1.41 -6.41 1.72  0.082
H -3.01 -4.91 4.48  0.085
C 1.17 4.39 -0.14  -0.133
C 3.56 0.42 -0.72  -0.511
C 5.76 5.83 4.53  -0.113
C -0.17 -0.13 1.99  -0.185
H 3.64 -7.69 -0.94  0.086
C 5.22 1.99 -0.15  -0.074
C 2.33 -6.68 1.19  -0.065
C -4.23 -3.10 2.89  -0.065
N 4.40 0.85 0.19  0.012
O 0.69 0.93 1.69  -0.229
H 5.62 3.96 0.47  0.112
C 1.89 -1.66 2.19  -0.057
C 0.54 9.13 -0.31  -0.012
C 4.39 1.52 2.44  -0.153
H -1.38 1.94 -3.32  0.112
C -3.02 1.35 0.39  -0.140
H 6.87 3.05 2.98  0.102
C 2.35 -4.57 -0.21  -0.148
C -1.59 -2.64 -3.42  -0.142
N 1.82 3.43 -0.75  -0.015
H 2.16 -4.32 1.91  0.108
H 2.48 -2.49 -3.61  0.130
C 1.36 1.24 -4.31  -0.023
C -4.32 1.05 -2.04  0.002
H -1.34 -4.39 4.26  0.076
C -2.14 -1.37 -3.47  0.044
C 2.10 -1.82 -2.84  -0.044
H 0.60 1.82 -4.85  0.098
C 2.37 -2.48 -1.50  -0.098
C 0.39 9.26 1.07  -0.224
C -0.48 -2.43 2.52  0.022
H -2.47 -5.65 -4.87  0.086
C 3.63 -6.60 -0.92  -0.044
H -2.87 -5.65 -2.35  0.092
H 2.37 -7.77 1.14  0.087
C -2.54 -4.55 1.79  -0.039
C -2.37 -4.05 4.24  -0.046
C -4.40 1.17 0.35  0.012
C 2.45 -1.81 -0.28  -0.126
N 8.11 5.51 4.93  0.043
C 0.39 -1.39 2.23  -0.100
H 1.04 7.77 -1.90  0.122
C -2.24 -4.76 -2.30  -0.037
H 2.64 -0.88 -2.93  0.091
H 7.04 7.09 5.70  0.101
O 2.49 -0.41 -0.22  -0.114
H 3.68 -6.26 -1.96  0.078
H -6.85 -0.05 1.05  0.081
H -0.04 -3.41 2.72  0.113
C -5.08 1.02 -0.86  -0.176
H 2.21 1.87 -4.04  0.087
O -0.99 1.53 -0.77  -0.305
C 1.08 6.99 1.40  0.014
H -4.31 -3.08 -2.89  0.084
C 2.26 -3.83 0.96  0.029
C -0.21 -2.73 -3.21  0.027
C -7.24 0.76 0.44  -0.073
H 4.53 -6.26 -0.41  0.092
H 1.10 -7.70 -0.97  0.089
H -7.05 2.91 -1.25  0.089
C -0.04 10.53 1.61  -0.175
H 0.33 9.96 -0.96  0.125
C 2.36 -6.10 -0.22  -0.554
Ca 1.01 1.19 -0.79  1.526
C -2.36 -1.01 2.28  0.041
H -6.43 -1.36 -1.12  0.084
H -1.21 -5.09 -2.17  0.060
H 1.69 0.40 -4.91  0.106
C 5.13 3.02 0.72  -0.143
H -2.78 -4.15 0.80  0.071
H -3.43 -0.85 2.27  0.108
H -3.21 -1.25 -3.58  0.111
H -4.83 -3.98 3.13  0.086
H 2.36 -4.43 -2.35  0.115
C -6.59 0.81 -0.94  -0.564
C 1.13 -6.61 -0.98  -0.045
H -4.09 -3.02 -4.65  0.088
C -2.41 -3.92 -3.57  -0.550
H -8.31 1.81 -1.81  0.082
C -2.11 1.13 -3.28  -0.065
C 1.20 6.85 0.03  -0.184
H 0.21 -6.23 -0.53  0.080
C 4.45 0.48 1.58  -0.082
H 0.55 8.33 2.99  0.126
H -1.50 -4.89 1.77  0.074
C -1.38 -0.21 -3.34  -0.103
C -1.92 -4.71 -4.78  -0.043
H -4.94 1.14 1.28  0.103
H 3.44 3.49 -2.16  0.103
C 6.97 6.19 5.09  -0.165
S 4.14 4.19 3.04  0.940
C 2.26 -2.44 0.95  -0.108
H -4.82 0.93 -2.99  0.112
H -7.96 -0.70 -1.70  0.082
H 3.18 -6.35 1.79  0.090
H -2.90 1.64 2.51  0.127
H -3.17 -5.41 1.98  0.089
H 3.18 6.22 -1.86  0.126
H -4.57 -2.74 1.91  0.084
C -7.23 1.95 -1.74  -0.051
C 2.63 5.40 -1.44  -0.025
N 1.62 5.61 -0.51  -0.013
C 1.01 1.75 2.83  -0.030
C -0.01 -0.36 -3.18  -0.203
H 0.36 4.28 0.56  0.147
H 1.14 -6.29 -2.03  0.074
C -2.75 -3.48 2.87  -0.553

The orbital gap is 5.98 eV. The total charge is 0. As for the total energy: -4322.82156 Ha. The energy relative to the best compared isomer or geometry (same formula, charge and spin) comes out at 43.5 kcal/mol. Its LUMO energy is -0.199 eV.



Record 2
This record from OMol25 describes 9 unconnected molecules or ions with the total composition C67H79BF8IN10O4S2. The level of theory is wB97M-V/def2-TZVPD.

Last column: Löwdin charge in e.
Cartesian coordinates (Å):
C 4.80 5.22 -3.95  -0.051
C -3.77 2.95 1.68  -0.247
H 7.87 4.53 -4.60  0.091
C -1.48 -7.75 1.78  -0.072
C -3.77 -1.99 3.73  -0.303
F -5.25 -3.80 4.01  0.102
C -8.57 0.38 3.38  -0.076
N -0.89 -6.22 3.54  0.061
H 3.65 4.56 -2.25  0.065
H 2.96 6.47 -11.19  0.105
C 1.52 1.38 1.58  -0.191
C -6.82 -6.48 3.68  -0.153
O 2.66 1.67 3.99  0.110
H 2.95 -13.07 1.83  0.108
C -0.68 -7.35 2.84  -0.151
H 5.17 -0.20 -2.72  0.109
O 3.87 2.56 2.17  -0.055
C -8.01 -6.40 5.73  -0.075
C -0.23 -1.75 -3.68  -0.156
C 4.97 0.75 -2.17  -0.065
C 11.31 4.34 -2.99  -0.064
H -0.89 -0.44 0.11  0.114
C -0.68 -4.31 -2.90  -0.066
N 8.92 4.04 -2.91  0.041
C -1.02 0.65 2.11  -0.322
C -0.03 7.53 -10.02  -0.068
H 2.01 -8.90 1.45  0.105
H 0.99 -2.70 2.64  0.085
C 2.13 6.65 -10.51  -0.065
C 3.46 5.72 -5.86  -0.055
H 0.61 -1.41 -1.73  0.063
H -3.06 1.41 0.44  0.139
C -8.97 -0.89 3.75  -0.083
H 10.15 3.60 -1.32  0.103
H -1.15 2.80 2.28  0.111
H -1.48 -4.48 -4.90  0.107
H 12.26 4.26 -2.48  0.106
H 1.36 5.43 -5.54  0.097
H -1.27 -8.67 1.25  0.084
C 8.87 4.49 -4.17  -0.143
H -1.53 5.29 -1.58  0.133
H 7.08 1.36 -1.99  0.112
H 0.17 5.15 -1.15  0.082
H 6.50 4.53 0.16  0.072
H -2.50 4.08 3.22  0.066
C -1.23 3.52 -0.40  -0.200
H -8.24 -5.92 6.68  0.106
H 9.87 5.22 -5.92  0.105
H -7.57 0.57 3.00  0.089
H 3.71 -1.17 0.35  0.111
C 3.57 -0.27 1.02  -0.008
N -0.80 -2.57 -4.56  0.062
C -0.08 -2.39 2.77  0.002
H -0.69 4.79 -3.65  0.089
O -2.32 1.73 4.19  -0.275
C -1.24 -0.57 1.17  -0.143
C -0.75 -1.98 1.61  -0.133
H 0.27 1.74 3.43  0.129
C 4.26 3.11 -0.75  -0.052
I 1.23 4.42 1.60  1.238
S -1.14 2.40 -3.42  0.730
F -2.93 -2.50 4.66  0.140
C -10.26 -1.07 4.23  -0.065
H 4.23 0.51 0.61  0.070
C -1.01 -3.83 -4.16  -0.144
H 0.19 -3.77 -1.01  0.097
H 3.78 4.13 3.62  0.087
B 2.70 1.92 2.58  -0.706
C 10.14 3.97 -2.34  -0.144
H 2.80 0.34 -2.23  0.108
H 0.15 -7.95 3.17  0.081
H -4.26 4.45 3.19  0.095
H -0.98 -2.81 0.88  0.113
H -2.36 -0.68 1.03  0.112
C -0.09 -3.43 -2.00  -0.083
F 1.48 -0.28 -0.32  -0.071
C 3.63 4.90 -3.28  -0.128
H 5.61 5.90 -5.82  0.106
C 2.35 5.38 -5.11  -0.129
H -0.85 -11.43 2.93  0.109
C -0.72 4.52 -1.45  -0.235
H 1.77 3.75 -1.01  0.067
F -3.66 -2.62 2.50  0.107
C -8.29 -8.15 4.15  -0.153
H -4.31 3.36 0.77  0.124
C -1.92 -5.46 3.16  -0.170
H 3.36 1.03 4.21  0.131
H -0.66 7.19 -7.99  0.103
H 12.11 5.09 -4.83  0.110
H -8.29 -1.72 3.68  0.081
H -0.48 -2.47 3.80  0.067
C 6.81 3.78 -0.60  -0.063
H -1.64 4.16 0.43  0.109
H -9.36 -8.05 6.02  0.102
H -0.07 -0.73 -4.03  0.089
H -6.58 -4.91 5.12  0.074
F -4.44 0.10 4.52  0.098
H 0.65 -13.41 2.74  0.105
H -3.59 -5.11 1.86  0.085
C 5.64 2.84 -1.04  -0.226
C -0.40 4.00 -2.91  -0.538
H -0.79 1.46 -2.49  -0.171
C -7.08 -5.83 4.87  -0.074
H -0.93 8.05 -10.31  0.104
N 1.21 6.39 -8.31  0.056
H 7.17 4.29 -1.56  0.052
C -3.66 -0.44 3.50  -0.387
F -5.35 -2.32 5.58  0.182
C -5.22 -2.44 4.25  -0.449
H -4.60 2.42 2.24  0.109
H -12.11 -0.06 4.67  0.105
C 0.12 7.05 -8.73  -0.148
H 5.00 2.80 3.98  0.107
C 11.22 4.80 -4.29  -0.071
H -2.13 3.08 -0.92  0.124
C 6.03 1.62 -1.74  -0.013
C -2.54 -6.94 1.41  -0.076
H 3.35 6.04 -6.89  0.062
H 1.06 2.18 -1.60  0.102
H 0.72 3.92 -3.00  0.021
C 0.97 2.47 0.56  -0.478
N -7.40 -7.62 3.30  0.056
C 0.15 -2.12 -2.40  -0.080
H -8.75 -9.08 3.83  0.103
C 2.66 -10.96 1.57  -0.070
C 4.48 3.38 3.18  -0.072
S -2.02 0.39 3.67  0.853
C 0.99 -12.43 2.44  -0.067
C 9.98 4.87 -4.90  -0.065
H -3.18 -7.22 0.58  0.106
H 5.29 3.98 2.68  0.102
H -10.61 -2.05 4.53  0.103
N 2.41 4.97 -3.84  0.050
C 3.59 1.04 -1.87  -0.052
N -0.51 2.39 0.26  -0.036
H -9.21 2.44 3.22  0.100
C 1.00 7.32 -10.93  -0.074
H -2.05 -4.55 3.74  0.075
C -11.09 0.03 4.31  -0.149
C 2.27 -12.23 1.94  -0.076
F -6.24 -1.92 3.54  0.156
C -3.38 4.19 2.55  -0.082
C -8.63 -7.58 5.37  -0.073
H 0.85 0.08 3.30  0.126
F -4.39 -0.17 2.37  0.095
N -2.79 1.97 1.25  -0.039
C 0.16 -11.32 2.55  -0.134
H 4.00 4.05 -0.21  0.110
H 0.92 7.69 -11.94  0.109
H 5.76 5.14 -3.45  0.088
H -0.61 1.55 -0.35  0.147
H 3.05 5.66 -8.83  0.091
C 3.15 2.21 -1.12  -0.194
H -6.11 -6.07 2.97  0.090
C 2.19 6.20 -9.20  -0.158
C 1.75 -9.92 1.72  -0.146
H 1.64 -0.83 1.58  0.115
H -3.26 5.07 1.86  0.077
H -0.87 -5.34 -2.63  0.105
C -9.48 1.42 3.50  -0.157
C 4.71 5.64 -5.27  -0.061
H 7.69 3.17 -0.26  0.080
N 0.51 -10.08 2.20  0.037
H 3.65 -10.77 1.17  0.103
H 3.91 -0.65 2.03  0.109
C -1.39 2.07 1.47  -0.266
N -10.73 1.27 3.95  0.056
C 1.73 2.64 -0.81  -0.154
O -1.22 -0.20 4.74  -0.250
C -2.77 -5.77 2.11  -0.084
C 0.42 0.91 2.68  -0.102
C 2.03 0.02 0.97  -0.238

The orbital gap is 7.29 eV. The total charge is +1. As for the total energy: -5366.31039 Ha. Its LUMO energy is -3.011 eV.



no.,strongest force on any atom (eV/A)
1,0.62
2,6.76